A molecular structure, C33H36BBeF4N6O, computed with ωB97M-V/def2-TZVPD.

```
! wB97M-V def2-TZVPD RIJCOSX def2/J DEFGRID3
* xyz 0 2
F -2.097 -0.605 0.448
F -0.014 -1.141 -0.239
F -1.113 0.704 -1.012
F -1.784 -1.336 -1.583
O 5.263 0.411 -1.910
N 3.123 -4.213 0.707
N 0.866 0.836 3.404
N -2.827 0.569 -3.785
N 2.834 4.658 0.113
N -2.693 2.488 0.695
N -4.890 -3.217 2.090
C -3.570 -5.263 2.378
C 1.973 -3.582 0.524
C 4.151 0.825 -1.800
C 3.138 -5.443 1.155
C 2.796 -0.355 2.653
C 2.977 0.927 4.673
C -1.540 0.176 -4.148
C -1.716 4.533 2.459
C 2.338 3.464 0.495
C -2.042 0.359 -6.475
C 1.315 2.799 -0.177
C -2.629 4.804 1.455
C -3.015 -3.689 0.657
C -3.040 3.809 0.582
C 1.452 0.028 2.524
C 0.736 -4.128 0.997
C 1.231 4.627 -1.712
C -3.375 0.628 -6.119
C 3.528 1.773 -2.855
C 3.272 0.267 -0.691
C 3.577 0.146 3.716
C 0.715 3.413 -1.274
C -4.119 -2.935 1.031
C -2.758 -4.922 1.322
C -1.159 0.080 -5.498
C -1.787 2.205 1.687
C 2.000 -6.051 1.665
C -1.263 3.204 2.568
C -4.602 -4.383 2.740
C 2.316 5.208 -1.016
C 0.759 -5.411 1.569
C 1.616 1.270 4.472
C -3.745 0.759 -4.814
B -1.204 -0.605 -0.590
Be -3.568 0.965 -1.206
H -0.203 -3.596 0.985
H -2.547 -3.406 -0.275
H 2.644 1.394 -3.367
H 3.573 1.141 5.548
H -1.396 5.302 3.146
H -2.828 5.857 1.319
H 4.583 -0.220 3.857
H -5.278 -4.695 3.522
H 2.069 -7.036 2.103
H 2.726 6.140 -1.377
H 0.929 5.038 -2.664
H 1.952 -2.624 0.027
H -1.488 1.169 1.628
H -3.408 -6.233 2.825
H -0.146 2.949 -1.731
H -0.589 2.935 3.368
H -4.324 -1.991 0.548
H 3.631 -0.739 -0.475
H -4.086 0.868 -6.896
H -4.735 1.051 -4.495
H -3.727 4.111 -0.194
H 3.196 2.717 -2.420
H 2.852 2.999 1.324
H -0.114 -5.834 2.044
H 2.245 0.153 -1.037
H 4.097 -5.939 1.110
H 0.843 -0.296 1.693
H -1.860 0.331 -7.539
H 3.127 -1.069 1.913
H 0.907 1.857 0.158
H 1.208 1.964 5.191
H -1.948 -5.501 0.905
H -0.791 -0.085 -3.415
H -0.165 -0.259 -5.748
H 4.244 1.992 -3.647
H 3.381 0.896 0.193
*
```

Properties
Maximum force ... 2.9 eV/Å
E_HOMO (alpha / beta) ... -8.3 / -9.2 eV
LUMO level (alpha / beta) ... -0.15 / -2.01 eV
Energy ... -2122.00561 Eh
Orbital gap (alpha / beta) ... 8.159 / 7.144 eV
<S²> ... 0.7510